ORCA calculation (ωB97M-V/def2-TZVPD) on an isolated molecule of C5H6S in a non-equilibrium geometry.

Each line ends with the Löwdin charge.
Atoms and positions in Å:
C 0.92116 -1.40454 -0.07943  -0.35
C 2.07160 -1.18115 -0.65252  0.05
C -0.11370 -0.60366 0.69228  -0.25
C -0.89899 0.51359 -0.02319  -0.28
C -0.09218 1.61651 -0.61866  -0.56
S 1.51764 1.43480 -0.79403  0.79
H 0.74495 -2.48229 -0.06696  0.09
H -0.84403 -1.29896 1.11284  0.11
H 0.42650 -0.13789 1.52233  0.11
H -1.55259 0.11078 -0.81086  0.13
H -1.56579 0.95234 0.72901  0.12
H -0.61458 2.48046 -1.01080  0.05

Atomic forces in eV per Å
-0.5 -0.1 0.2
-0.5 0.6 -0.1
0.1 0.4 -0.1
-0.1 -0.3 0.2
1.4 -1.1 -0.2
-0.5 0.6 0.0
0.2 -0.2 -0.1
0.1 0.1 0.0
-0.1 -0.1 0.0
0.0 0.0 0.1
-0.1 0.0 -0.1
0.0 0.1 0.0

The value obtained for the energy above the lowest of the compared OMol25 structures with the same formula, charge and spin is 351.5 kJ/mol. As for the multiplicity: 1. The calculation puts the gap between HOMO and LUMO at 8.46 eV. For the energy, the calculation gives -592.13798 Ha. As for the charge: 0.

ORCA calculation (ωB97M-V/def2-TZVPD) on a structure of composition C5H6S in a non-equilibrium geometry.

Each line ends with the Löwdin charge.
Atoms and positions in Å:
C -1.61998 0.34443 0.19380  -0.47
C 0.65343 -1.60198 -0.04981  -0.44
C 1.49566 -0.65130 0.07419  -0.20
C 0.83275 0.68497 -0.11672  -0.15
C -0.39408 1.30476 0.00538  -0.17
H -2.17634 0.41624 1.18917  0.07
H -2.36766 0.64257 -0.99930  0.18
H 0.83258 -2.56890 0.01874  0.00
H 2.52459 -0.74721 0.54008  0.13
H 1.81612 1.26838 -0.43087  0.12
H -0.47871 2.31276 -0.33099  0.07
S -1.11836 -1.40473 -0.09366  0.85

Atomic forces in eV per Å
-0.6 1.6 -3.0
-3.6 1.1 0.1
0.3 3.0 1.6
3.4 3.1 -0.1
1.8 -4.2 -0.3
0.5 0.1 -1.7
1.7 -0.9 4.2
1.0 -4.5 0.3
-1.2 0.3 -1.3
-2.6 0.2 0.5
-0.3 0.5 0.1
-0.3 -0.2 -0.3

The value obtained for the energy above the lowest of the compared OMol25 structures with the same formula, charge and spin is 301.3 kJ/mol. As for the multiplicity: 1. The calculation puts the gap between HOMO and LUMO at 8.77 eV. For the energy, the calculation gives -592.15710 Ha. As for the charge: 0.

ORCA calculation (ωB97M-V/def2-TZVPD) on a structure of composition C5H6S3 in a non-equilibrium geometry.

Each line ends with the Löwdin charge.
Atoms and positions in Å:
C 1.49284 -1.00319 0.54044  -0.16
C 0.19792 -0.29263 0.83881  -0.78
C -0.56184 0.32799 -0.09714  -0.45
C -0.28041 0.09811 -1.53359  -0.06
C -1.49425 1.18379 0.46260  -1.09
H 1.20863 -2.44228 0.79841  0.19
H 2.64131 -0.59744 1.27678  0.17
H 1.64014 -0.73705 -0.90098  0.16
H -0.38220 0.92054 -2.25913  0.09
H -1.10857 -0.46346 -2.00996  0.10
H 0.70880 -0.41647 -1.57586  0.02
S -2.80518 1.91893 -0.25954  0.59
S -1.23758 1.53893 2.24067  0.58
S -0.01962 -0.03575 2.47849  0.64

Atomic forces in eV per Å
2.0 -2.6 -1.3
2.7 -0.4 -0.7
1.5 -0.6 0.0
-1.5 0.0 -1.4
-2.9 2.4 1.0
1.3 4.4 -1.0
-4.1 -1.4 -2.5
0.8 -1.6 5.3
0.7 0.6 1.0
0.6 -0.8 0.6
-1.6 0.5 -1.2
1.0 -0.3 0.2
-1.1 0.0 -1.6
0.5 -0.3 1.5

The value obtained for the energy above the lowest of the compared OMol25 structures with the same formula, charge and spin is 476.8 kJ/mol. As for the multiplicity: 1. The calculation puts the gap between HOMO and LUMO at 7.22 eV. For the energy, the calculation gives -1388.49418 Ha. As for the charge: 0.

ORCA calculation (ωB97M-V/def2-TZVPD) on a structure of composition C5H6Se in a non-equilibrium geometry.

Each line ends with the Löwdin charge.
Atoms and positions in Å:
C 1.09685 -1.17738 -0.53090  -0.11
C 1.38001 0.22154 -0.73433  -0.12
C -0.02303 -1.29036 0.11511  -0.21
C 0.35664 0.95044 -0.34417  -0.17
C -0.64147 0.07184 0.35334  -0.68
Se -2.56607 -0.05136 -0.01775  0.76
H 1.85788 -1.99424 -0.63797  0.13
H 2.28829 0.65444 -1.14812  0.11
H -0.54119 -2.09584 0.48490  0.07
H 0.36484 2.08927 -0.13237  0.14
H -0.35857 0.24217 1.73413  0.23
H -3.15699 1.31954 0.40526  -0.14

Atomic forces in eV per Å
3.2 -1.5 -0.3
1.2 0.5 -1.3
-2.2 1.6 0.7
-1.4 3.4 2.0
1.4 0.0 3.5
-0.2 1.2 0.2
-1.0 0.9 -0.3
-0.1 -0.3 0.1
-0.7 -2.1 0.6
-0.1 -2.1 -0.9
-1.1 -0.3 -4.1
1.0 -1.2 -0.3

The value obtained for the energy above the lowest of the compared OMol25 structures with the same formula, charge and spin is 84.7 kJ/mol. As for the multiplicity: 1. The calculation puts the gap between HOMO and LUMO at 9.22 eV. For the energy, the calculation gives -2595.43855 Ha. As for the charge: 0.

ORCA calculation (ωB97M-V/def2-TZVPD) on a cluster of 2 separate species, C5H6Si in total in a non-equilibrium geometry.

Each line ends with the Löwdin charge.
Atoms and positions in Å:
C 2.61694 0.79573 -0.66941  0.04
C 0.11926 -3.29475 -0.32426  0.03
C 1.86676 -0.01596 -0.20410  -0.38
C 0.53598 -2.20304 0.01425  -0.36
C -1.91176 1.73106 0.40017  -0.04
Si 0.63086 -0.62135 0.97148  0.76
H 3.44677 1.21528 -1.12494  0.01
H 0.07528 -4.22825 -0.73756  -0.01
H -1.97733 1.77129 1.45726  0.02
H -1.59461 2.59314 -0.18801  0.05
H -2.68176 1.00864 -0.08801  0.09
H -1.12639 1.24821 0.49315  -0.21

Atomic forces in eV per Å
0.7 -0.3 -0.3
1.1 1.8 0.5
-0.8 0.6 0.8
-1.2 -0.5 0.7
-6.7 2.0 -2.1
0.0 -0.8 -0.2
0.8 0.9 -0.7
-0.5 -1.8 -0.8
-1.5 1.3 1.1
-0.9 0.3 0.4
1.2 1.7 0.9
7.8 -5.2 -0.4

The value obtained for the energy above the lowest of the compared OMol25 structures with the same formula, charge and spin is 405.5 kJ/mol. As for the multiplicity: 1. The calculation puts the gap between HOMO and LUMO at 8.04 eV. For the energy, the calculation gives -483.37295 Ha. As for the charge: 0.

ORCA calculation (ωB97M-V/def2-TZVPD) on a cluster of 2 separate species, C5H6Si in total in a non-equilibrium geometry.

Each line ends with the Löwdin charge.
Atoms and positions in Å:
C 0.81430 -0.12993 2.28843  -0.06
C 0.72758 -1.43079 2.05072  -0.05
C -0.65129 1.47372 -2.22583  -0.19
C -1.59705 1.00994 -1.38999  -0.36
C 1.20310 -0.56038 0.94040  -0.19
Si -0.39169 -0.30917 -1.40320  0.76
H 0.67271 0.69761 2.88996  0.07
H 0.67369 -2.39644 2.47166  0.08
H -0.52955 2.27028 -2.91882  0.02
H -2.56504 1.45446 -1.13215  0.04
H 2.20638 -0.69236 0.62109  0.02
H -0.84015 -1.63300 -1.55340  -0.13

Atomic forces in eV per Å
-0.2 -2.6 -1.7
0.5 2.6 0.0
-0.3 -3.4 1.3
-0.7 1.4 -0.4
-1.8 -0.8 -1.2
2.3 3.0 2.5
-0.1 1.3 1.2
-0.4 -0.8 0.2
0.2 0.5 -0.4
0.3 -0.2 0.1
0.8 0.4 -0.6
-0.5 -1.5 -1.0

The value obtained for the energy above the lowest of the compared OMol25 structures with the same formula, charge and spin is 562.1 kJ/mol. As for the multiplicity: 1. The calculation puts the gap between HOMO and LUMO (alpha / beta) at 7.35 / 7.35 eV. For the energy, the calculation gives -483.31329 Ha. As for the charge: 0.

ORCA calculation (ωB97M-V/def2-TZVPD) on a structure of composition C5H7AgO3 in a non-equilibrium geometry.

Each line ends with the Löwdin charge.
Atoms and positions in Å:
O 2.38122 0.05280 0.77226  0.15
C 3.49647 0.70575 0.84433  -0.69
O 3.63113 1.82696 0.25493  0.05
Ag 5.46359 1.26847 -0.39489  1.09
O 4.61021 0.06951 1.03677  0.03
C 5.08889 -3.24277 1.05326  -0.05
H 5.24098 -2.57736 1.91229  0.05
H 4.00241 -3.37004 1.15940  0.06
H 5.74565 -3.98682 1.52558  0.05
C 5.32146 -3.71576 -0.61718  -0.18
C 4.84815 -2.77493 -1.60103  -0.11
C 4.64250 -1.59875 -1.93898  0.05
H 4.80130 -4.67855 -0.71387  0.11
H 6.39538 -3.90359 -0.75739  0.11
H 4.99542 -0.60582 -1.67945  -0.02
H 2.17668 -0.40730 -0.23494  0.30

Atomic forces in eV per Å
-1.7 -1.7 -2.1
0.7 -1.7 -3.3
-1.3 0.5 1.3
2.7 0.8 -1.2
-1.4 0.3 1.4
-0.6 -2.5 -1.1
0.9 2.2 -1.7
0.4 -0.9 0.2
-1.0 -1.0 -0.2
0.3 0.1 2.1
0.0 4.6 0.2
0.8 -2.4 1.2
0.2 0.3 0.5
-0.4 0.1 -0.1
-0.6 -0.3 -1.1
1.0 1.9 3.9

As for the expectation value of S²: 0.7597. The value obtained for the energy above the lowest of the compared OMol25 structures with the same formula, charge and spin is 412.7 kJ/mol. As for the multiplicity: 2. The calculation puts the gap between HOMO and LUMO (alpha / beta) at 7.05 / 4.73 eV. For the energy, the calculation gives -566.82984 Ha. As for the charge: +1.

ORCA calculation (ωB97M-V/def2-TZVPD) on a structure of composition C5H7Br in a non-equilibrium geometry.

Each line ends with the Löwdin charge.
Atoms and positions in Å:
C -1.20874 -0.40297 -1.36151  -0.05
C 0.43602 -0.27568 2.05819  -0.11
C -0.18977 0.05494 -0.71231  -0.31
C -0.55217 -0.08003 1.22304  -0.63
C 1.09633 0.62091 -1.01747  -0.11
Br -2.43326 0.11794 1.63890  0.65
H -1.28480 -0.29731 -2.49607  0.09
H -2.08505 -0.85826 -0.93952  0.02
H 0.48576 -0.30474 3.14643  0.06
H 1.36585 -0.72287 1.55576  0.08
H 1.38794 1.48168 -0.35554  0.10
H 1.75373 -0.31144 -0.69786  0.13
H 1.22816 0.97784 -2.04203  0.08

Atomic forces in eV per Å
-1.0 0.0 -3.2
1.9 -1.5 -0.4
-2.2 0.0 5.1
-0.1 0.5 -3.8
2.3 -0.8 1.5
1.1 0.1 0.0
0.4 -0.2 1.5
0.0 0.0 0.4
-0.6 0.1 -0.3
-1.1 1.3 0.8
-0.4 -0.9 -0.4
-0.3 2.2 -1.1
0.0 -0.6 0.0

The value obtained for the energy above the lowest of the compared OMol25 structures with the same formula, charge and spin is 227.6 kJ/mol. As for the multiplicity: 1. The calculation puts the gap between HOMO and LUMO at 10.28 eV. For the energy, the calculation gives -2768.60060 Ha. As for the charge: 0.

ORCA calculation (ωB97M-V/def2-TZVPD) on an isolated molecule of C5H7Br in a non-equilibrium geometry.

Each line ends with the Löwdin charge.
Atoms and positions in Å:
C -0.09723 1.61760 0.35408  -0.13
C -0.58475 0.17629 -0.03900  -0.84
Br -2.49863 0.23340 -0.20570  0.68
C -0.04503 -1.05287 0.98404  -0.06
C 0.82902 -1.43409 0.08378  -0.09
C 0.30311 -0.54158 -1.07427  -0.17
H -0.61423 2.17604 1.05708  0.03
H 0.09407 2.24195 -0.58963  0.10
H 0.95048 1.33756 0.73349  0.10
H -0.37640 -1.31409 1.99700  0.10
H 1.43305 -2.35497 0.09769  0.10
H 0.91589 0.03382 -1.67643  0.08
H -0.30934 -1.11905 -1.72212  0.09

Atomic forces in eV per Å
3.6 -2.3 -2.8
1.0 -0.2 3.1
-0.4 -0.3 -0.5
-1.8 3.0 -0.5
0.0 -1.1 -1.2
-0.8 -1.4 1.8
-1.2 0.6 1.3
-0.6 -0.8 1.3
-1.3 1.0 -0.3
0.3 0.0 -0.6
0.1 0.8 -0.2
1.6 1.3 -0.9
-0.6 -0.7 -0.6

The value obtained for the energy above the lowest of the compared OMol25 structures with the same formula, charge and spin is 111.3 kJ/mol. As for the multiplicity: 1. As for the SMILES: C[C@]1(Br)C=CC1. The calculation puts the gap between HOMO and LUMO at 10.66 eV. For the energy, the calculation gives -2768.64488 Ha. As for the charge: 0.

ORCA calculation (ωB97M-V/def2-TZVPD) on an isolated molecule of C5H7Br2N in a non-equilibrium geometry.

Each line ends with the Löwdin charge.
Atoms and positions in Å:
C -1.26093 1.69203 -0.15733  -0.14
C -0.04691 0.88043 0.00015  -0.38
C -0.26466 -0.56169 -0.26115  -0.59
Br -1.49763 -1.36987 1.19328  0.65
C 0.99012 -1.58109 -0.18743  -0.75
Br 2.31253 -1.41030 -1.58692  0.73
C 1.52662 -1.47187 1.17517  -0.35
N 1.93381 -1.20552 2.20062  0.18
H -0.92251 2.72074 -0.38865  0.09
H -1.91502 1.70358 0.70844  0.07
H -1.69107 1.23685 -1.12235  0.11
H 0.60104 1.29324 0.81276  0.14
H 0.49842 1.14033 -0.96921  0.13
H -0.77080 -0.55823 -1.16028  0.06
H 0.50698 -2.50863 -0.25711  0.04

Atomic forces in eV per Å
-0.9 0.5 -1.9
3.0 1.1 -1.0
1.8 -1.2 3.5
0.4 0.5 -1.1
-1.6 2.0 0.8
-0.2 0.1 0.2
0.0 0.2 -2.0
0.6 0.1 1.5
-0.6 -0.4 0.2
-0.3 -0.2 -0.2
-0.5 1.2 1.5
-0.4 -1.2 -0.3
0.1 -0.2 1.1
-1.1 -1.0 -1.9
-0.2 -1.5 -0.5

The value obtained for the energy above the lowest of the compared OMol25 structures with the same formula, charge and spin is 0.0 kJ/mol. As for the multiplicity: 1. As for the SMILES: CC[C@H](Br)[C@@H](Br)C#N. The calculation puts the gap between HOMO and LUMO at 10.74 eV. For the energy, the calculation gives -5397.45794 Ha. As for the charge: 0.

ORCA calculation (ωB97M-V/def2-TZVPD) on a structure of composition C5H7Br2NO3S in a non-equilibrium geometry.

Each line ends with the Löwdin charge.
Atoms and positions in Å:
C 1.79786 -1.97620 1.58133  -0.66
C 0.82782 0.47380 0.81157  -0.20
C -0.59392 0.12752 0.40155  -0.34
C 1.18989 -2.07343 2.85684  -1.16
C -0.71864 -0.46819 -1.01321  -0.07
N 1.61667 -0.77807 0.81409  0.04
O 2.37724 -2.94533 1.11223  0.02
O -1.83112 -0.29747 2.83317  -0.40
O -2.47339 -1.72310 0.95882  -0.35
S -1.41535 -1.07964 1.69171  0.78
Br 0.98001 -3.80747 3.46506  0.82
Br 0.98607 -0.74038 4.10513  0.84
H 1.38989 1.24473 0.20339  0.15
H 0.79835 0.84467 1.80929  0.06
H -1.31631 0.86589 0.64064  0.09
H -1.47716 0.07367 -1.62340  0.10
H -1.13874 -1.42985 -0.98830  0.05
H 0.24769 -0.44272 -1.50564  0.08
H 2.14400 -0.99202 -0.06237  0.15

Atomic forces in eV per Å
-0.3 1.6 -2.2
0.4 -1.1 0.4
0.1 -0.8 -0.7
-1.0 -0.6 1.6
-0.6 1.8 0.1
2.3 -1.7 -1.3
-0.1 1.0 -0.2
0.4 0.4 0.2
-0.3 -0.7 -0.6
0.4 0.3 -0.2
-0.2 -0.2 0.3
0.3 0.3 0.1
-1.0 -1.0 0.3
0.1 0.5 0.8
-0.5 1.3 -0.2
0.7 0.1 0.4
-0.1 -1.6 0.1
0.0 -0.2 -0.2
-0.8 0.6 1.0

The value obtained for the energy above the lowest of the compared OMol25 structures with the same formula, charge and spin is 186.5 kJ/mol. As for the multiplicity: 1. The calculation puts the gap between HOMO and LUMO (alpha / beta) at 7.61 / 6.66 eV. For the energy, the calculation gives -6021.29515 Ha. As for the charge: 0.

ORCA calculation (ωB97M-V/def2-TZVPD) on a structure of composition C5H7BrCl4 in a non-equilibrium geometry.

Each line ends with the Löwdin charge.
Atoms and positions in Å:
C -0.32192 -0.17952 -1.98044  -0.17
C 1.27711 -0.16129 2.04392  -0.25
C -0.55317 0.47950 -0.64292  -0.41
C 1.38643 -0.26912 0.52241  -1.19
C -1.84075 0.16949 0.04251  -1.52
Cl 1.71803 -1.85884 -0.06754  0.62
Cl -3.16014 1.21550 -1.11772  0.39
Cl -2.17859 -1.40479 0.13254  0.78
Cl -1.75918 1.00093 1.63065  0.61
Br 2.59876 0.98278 -0.21565  0.71
H 0.44068 0.49973 -2.52799  0.11
H 0.08564 -1.17347 -1.76795  0.01
H -1.15360 -0.26682 -2.65724  0.06
H 2.20430 -0.56328 2.51953  0.08
H 0.39098 -0.83019 2.51781  0.12
H 1.18085 0.85113 2.22774  0.01
H -0.31545 1.50826 -0.65967  0.06

Atomic forces in eV per Å
2.1 1.2 -0.1
-0.9 -3.8 0.0
1.4 -1.8 -0.2
-2.5 0.5 -0.4
1.2 4.6 -0.5
-0.1 -0.3 0.1
1.0 -1.2 1.3
-1.2 -3.2 0.2
-0.8 -0.2 -0.3
0.3 0.4 -0.1
-1.0 -1.5 0.8
0.1 0.1 -0.6
-0.7 0.0 0.1
-0.5 0.4 -0.5
1.9 1.8 -1.4
-0.4 1.9 0.9
0.2 1.0 0.5

The value obtained for the energy above the lowest of the compared OMol25 structures with the same formula, charge and spin is 127.1 kJ/mol. As for the multiplicity: 1. The calculation puts the gap between HOMO and LUMO at 7.98 eV. For the energy, the calculation gives -4609.37688 Ha. As for the charge: 0.